Entry 1:
Here is C42H74IN2O9P3PtS2 as an isolated structure from the OMol25 dataset. Energies are from ωB97M-V with the def2-TZVPD basis set.

Last column: Mulliken charge in e.
Cartesian coordinates (Å):
Pt (-0.05, 0.16, 0.15)  0.781
O (-3.84, -2.22, 0.31)  -0.734
C (-4.55, -1.38, -0.49)  0.589
C (-5.86, -1.76, -0.77)  -0.778
C (-6.64, -0.97, -1.60)  -0.378
C (-6.13, 0.19, -2.17)  -1.025
C (-4.83, 0.56, -1.89)  -0.589
C (-4.02, -0.21, -1.04)  0.253
C (-2.65, 0.24, -0.79)  0.429
O (-1.92, -0.46, 0.07)  0.212
N (-2.18, 1.29, -1.38)  -0.507
N (-0.82, 1.50, -1.08)  0.937
C (-0.28, 2.48, -1.74)  0.031
S (-1.27, 3.39, -2.85)  0.087
C (0.01, 4.64, -3.17)  -0.699
C (1.36, 3.95, -3.11)  -0.603
S (1.39, 2.92, -1.62)  0.032
H (-2.94, -1.86, 0.41)  0.135
H (-6.24, -2.67, -0.33)  0.498
H (-7.66, -1.27, -1.80)  0.420
H (-6.74, 0.80, -2.82)  0.471
H (-4.42, 1.46, -2.33)  0.523
H (-0.07, 5.43, -2.43)  0.316
H (-0.18, 5.05, -4.16)  0.466
H (2.18, 4.67, -3.03)  0.542
H (1.52, 3.31, -3.98)  0.143
C (4.40, -1.57, 0.32)  -0.588
C (4.74, -0.12, 0.51)  0.622
C (6.21, 0.15, 0.75)  -1.720
O (4.02, 0.36, 1.72)  0.244
P (2.65, 1.09, 1.69)  -0.247
O (1.88, 0.85, 0.42)  -0.450
C (1.76, 0.45, 3.12)  -0.956
P (1.13, -1.21, 2.83)  -0.978
O (0.61, -1.34, 1.42)  -0.098
O (2.24, -2.28, 3.01)  0.285
C (2.85, -2.61, 4.32)  0.661
C (2.72, -4.10, 4.50)  -1.591
C (4.29, -2.12, 4.31)  -1.119
O (0.07, -1.35, 3.97)  -0.394
C (-0.94, -2.44, 3.97)  1.052
C (-2.20, -1.88, 3.36)  -1.089
C (-1.09, -2.91, 5.39)  -1.588
O (2.84, 2.63, 1.84)  -0.430
C (3.42, 3.44, 2.94)  0.472
C (4.64, 2.78, 3.54)  -1.082
C (2.34, 3.76, 3.94)  -1.212
H (4.89, -1.95, -0.58)  0.610
H (3.32, -1.71, 0.21)  -0.285
H (4.75, -2.16, 1.18)  0.340
H (4.38, 0.47, -0.34)  0.146
H (6.56, -0.40, 1.63)  0.304
H (6.40, 1.21, 0.90)  0.415
H (6.78, -0.18, -0.11)  0.424
H (0.89, 1.09, 3.28)  0.602
H (2.37, 0.48, 4.03)  0.937
H (2.28, -2.09, 5.10)  0.428
H (3.27, -4.62, 3.72)  0.306
H (1.68, -4.41, 4.46)  0.355
H (3.13, -4.39, 5.47)  0.439
H (4.89, -2.72, 3.63)  0.301
H (4.71, -2.23, 5.31)  0.453
H (4.36, -1.08, 4.01)  0.144
H (-0.55, -3.25, 3.34)  0.221
H (-2.58, -1.05, 3.97)  0.372
H (-2.98, -2.64, 3.32)  0.534
H (-2.02, -1.52, 2.35)  -0.277
H (-1.45, -2.09, 6.02)  0.357
H (-0.14, -3.27, 5.79)  0.369
H (-1.81, -3.72, 5.43)  0.424
H (3.72, 4.35, 2.42)  0.397
H (4.39, 1.86, 4.08)  0.207
H (5.09, 3.47, 4.26)  0.523
H (5.39, 2.55, 2.79)  0.190
H (2.08, 2.90, 4.55)  0.181
H (1.45, 4.14, 3.44)  0.320
H (2.70, 4.54, 4.62)  0.495
O (0.73, -0.96, -1.80)  0.073
P (0.81, -1.97, -2.93)  -1.269
C (0.91, -3.69, -2.30)  0.428
C (1.59, -4.70, -3.27)  -1.237
C (2.56, -5.64, -2.53)  -0.966
C (1.92, -6.25, -1.29)  -0.933
C (1.37, -5.16, -0.33)  -1.059
C (1.52, -3.75, -0.90)  0.688
C (2.27, -1.55, -3.94)  1.328
C (2.22, -0.05, -4.33)  -0.271
C (3.62, 0.58, -4.44)  -0.607
C (4.61, -0.44, -4.98)  -1.088
C (4.81, -1.57, -3.96)  -0.976
C (3.55, -1.82, -3.13)  -0.118
C (-0.69, -1.94, -3.96)  0.131
C (-0.55, -2.75, -5.28)  -1.023
C (-0.56, -1.84, -6.50)  -0.537
C (-1.86, -1.04, -6.59)  -0.947
C (-2.36, -0.57, -5.21)  -0.977
C (-1.21, -0.51, -4.20)  1.078
H (-0.14, -3.96, -2.20)  1.200
H (2.13, -4.20, -4.07)  0.396
H (0.82, -5.31, -3.75)  0.485
H (3.47, -5.09, -2.25)  0.200
H (2.87, -6.43, -3.22)  0.563
H (2.65, -6.87, -0.78)  0.465
H (1.11, -6.92, -1.60)  0.325
H (1.87, -5.22, 0.63)  0.252
H (0.31, -5.35, -0.14)  0.443
H (2.57, -3.46, -0.92)  -0.289
H (1.01, -3.04, -0.25)  -0.727
H (2.27, -2.17, -4.84)  1.367
H (1.64, 0.50, -3.58)  -0.854
H (1.71, 0.06, -5.29)  0.187
H (3.95, 0.93, -3.46)  0.119
H (3.57, 1.45, -5.09)  0.582
H (5.57, 0.03, -5.22)  0.499
H (4.22, -0.85, -5.92)  0.329
H (5.63, -1.30, -3.29)  0.383
H (5.11, -2.48, -4.47)  0.379
H (3.52, -1.17, -2.25)  -0.601
H (3.56, -2.85, -2.76)  -0.185
H (-1.42, -2.44, -3.32)  0.599
H (-1.39, -3.44, -5.36)  0.559
H (0.35, -3.36, -5.27)  0.278
H (-0.42, -2.43, -7.40)  0.569
H (0.30, -1.16, -6.45)  -0.022
H (-2.63, -1.65, -7.07)  0.353
H (-1.71, -0.17, -7.24)  0.357
H (-3.12, -1.25, -4.83)  0.447
H (-2.83, 0.41, -5.29)  0.364
H (-1.54, -0.08, -3.26)  -0.991
H (-0.42, 0.13, -4.60)  0.080
I (-2.78, 2.87, 2.59)  0.400
C (-1.14, 1.87, 2.15)  0.250
H (-1.20, 0.79, 2.24)  -0.195
H (-0.32, 2.39, 1.67)  0.144

energy above the lowest of the compared OMol25 structures with the same formula, charge and spin = 0.0 kcal/mol
charge = +2
Kohn-Sham gap (spin up / spin down) = 4.663 / 4.667 eV
max |F| = 1.3 eV Å⁻¹
HOMO level (spin up / spin down) = -12.34 / -12.34 eV


Entry 2:
Here is one molecule with the formula C3H6N2OS from the OMol25 dataset. Energies are from ωB97M-V with the def2-TZVPD basis set.

Last column: Mulliken charge in e.
Cartesian coordinates (Å):
C (-1.70, 1.28, 1.47)  -0.603
C (-0.32, 0.15, -0.18)  0.458
C (1.66, -1.86, -1.42)  -0.169
H (-1.61, 0.44, 2.18)  0.342
H (-2.76, 1.58, 0.88)  0.266
H (-1.45, 2.17, 1.96)  0.296
H (1.42, 1.11, -0.46)  0.278
H (2.73, -2.45, -1.60)  0.220
H (0.65, -2.09, -1.38)  0.181
N (1.18, 0.13, -0.30)  0.076
N (2.07, -0.70, -0.98)  -0.574
O (-0.56, 1.39, 0.22)  -0.402
S (-1.31, -1.15, -0.39)  -0.367

energy above the lowest of the compared OMol25 structures with the same formula, charge and spin = 119.6 kcal/mol
charge = 0
Kohn-Sham gap = 8.985 eV
max |F| = 6.5 eV Å⁻¹
HOMO level = -8.68 eV


Entry 3:
Here is a 4-piece molecular cluster, C26H43BO15 overall from the OMol25 dataset. Energies are from ωB97M-V with the def2-TZVPD basis set.

Last column: Mulliken charge in e.
Cartesian coordinates (Å):
C (4.03, -3.35, -0.53)  -0.548
O (4.66, -2.68, -1.65)  -0.408
B (5.74, -1.94, -1.29)  0.419
O (6.69, -2.48, -0.43)  -0.559
C (5.95, -0.43, -1.83)  -0.082
O (5.91, -0.49, -3.27)  -0.362
C (4.90, 0.30, -3.76)  0.701
O (4.35, 0.21, -4.82)  -0.526
O (4.61, 1.22, -2.76)  -0.469
C (4.68, 0.39, -1.60)  -0.044
C (4.37, 1.02, -0.25)  -0.965
C (2.91, 0.73, 0.20)  1.171
C (2.85, 1.03, 1.72)  -1.704
O (1.97, 1.61, -0.40)  -0.491
C (1.39, 1.13, -1.59)  -0.492
C (0.20, 0.19, -1.41)  0.709
C (-0.83, 0.33, -2.32)  -0.647
C (-1.95, -0.46, -2.25)  -0.863
C (-2.02, -1.42, -1.28)  -0.160
C (-1.02, -1.59, -0.37)  -1.097
C (0.07, -0.77, -0.44)  0.260
H (4.67, -4.18, -0.24)  0.282
H (3.07, -3.75, -0.84)  0.238
H (3.89, -2.63, 0.28)  0.227
H (6.75, -1.89, 0.33)  0.314
H (6.88, 0.00, -1.43)  0.248
H (3.89, -0.37, -1.75)  0.397
H (5.00, 0.50, 0.48)  0.293
H (4.52, 2.10, -0.22)  0.475
H (2.74, -0.33, 0.00)  0.083
H (2.03, 0.51, 2.21)  0.284
H (3.81, 0.91, 2.21)  0.449
H (2.61, 2.09, 1.78)  0.375
H (2.10, 0.65, -2.28)  0.111
H (1.01, 2.00, -2.12)  0.402
H (-0.74, 1.08, -3.10)  0.353
H (-2.75, -0.31, -2.96)  0.396
H (-2.90, -2.05, -1.21)  0.459
H (-1.05, -2.35, 0.40)  0.440
H (0.84, -0.90, 0.31)  0.301
C (5.63, 6.68, 3.92)  -1.114
C (4.45, 5.78, 3.63)  -0.210
O (4.64, 4.48, 4.19)  -0.308
C (4.41, 4.38, 5.50)  0.747
O (4.05, 5.27, 6.23)  -0.553
O (4.65, 3.12, 5.87)  -0.319
C (4.52, 2.89, 7.27)  -0.657
H (6.56, 6.21, 3.60)  0.293
H (5.52, 7.64, 3.41)  0.363
H (5.72, 6.88, 4.99)  0.311
H (4.36, 5.64, 2.55)  0.302
H (3.52, 6.22, 3.98)  0.323
H (3.56, 3.22, 7.64)  0.304
H (5.33, 3.38, 7.81)  0.295
H (4.60, 1.81, 7.42)  0.221
C (-8.30, 0.86, 0.30)  -1.045
C (-7.85, 2.27, 0.59)  -0.179
O (-6.54, 2.30, 1.18)  -0.387
C (-5.53, 2.13, 0.32)  0.770
O (-5.63, 1.99, -0.87)  -0.572
O (-4.40, 2.14, 1.02)  -0.388
C (-3.23, 1.90, 0.24)  -0.450
H (-8.23, 0.24, 1.20)  0.292
H (-9.33, 0.85, -0.06)  0.362
H (-7.67, 0.40, -0.46)  0.259
H (-8.52, 2.73, 1.32)  0.293
H (-7.88, 2.90, -0.30)  0.309
H (-3.18, 2.58, -0.61)  0.314
H (-3.21, 0.87, -0.10)  0.178
H (-2.37, 2.08, 0.87)  0.264
C (-5.87, -7.83, -3.57)  -1.093
C (-5.05, -7.20, -2.46)  -0.194
O (-4.64, -5.87, -2.79)  -0.352
C (-5.58, -4.93, -2.65)  0.772
O (-6.70, -5.10, -2.26)  -0.557
O (-5.06, -3.77, -3.04)  -0.311
C (-5.98, -2.68, -3.01)  -0.697
H (-5.33, -7.78, -4.51)  0.294
H (-6.09, -8.87, -3.34)  0.356
H (-6.81, -7.30, -3.70)  0.309
H (-4.13, -7.77, -2.31)  0.294
H (-5.59, -7.21, -1.51)  0.313
H (-6.47, -2.60, -2.04)  0.329
H (-6.72, -2.81, -3.80)  0.406
H (-5.42, -1.77, -3.20)  0.144

energy above the lowest of the compared OMol25 structures with the same formula, charge and spin = 0.0 kcal/mol
charge = 0
Kohn-Sham gap = 9.523 eV
max |F| = 2.1 eV Å⁻¹
HOMO level = -9.41 eV